Density functional theory data (wB97M-V/def2-TZVPD) for the ion C4H7BrN with charge +1 in a non-equilibrium geometry.

Values from the calculation:
HOMO, hartree: -0.5674
HOMO-LUMO gap, eV: 10.82
Energy relative to the best compared isomer or geometry (same formula, charge and spin), kJ/mol: 0.0
SMILES: Br[N+]1=CCCC1

ORCA input file:
```
! wB97M-V def2-TZVPD RIJCOSX def2/J DEFGRID3
* xyz 1 1
Br -0.65 -2.96 -0.46
N -0.29 -1.16 -0.31
C -0.18 1.08 -0.68
C -0.46 -0.26 -1.19
C 0.44 0.86 0.74
C 0.27 -0.65 0.95
H -0.80 -0.50 -2.18
H -1.18 1.47 -0.51
H -0.13 -1.03 1.87
H 1.29 -1.06 0.96
H 1.48 1.13 0.67
H -0.11 1.35 1.52
H 0.33 1.73 -1.38
*
```

These are the Löwdin partial charges, in e, on atoms 1 to 8: 0.953, -0.490, -0.088, -0.063, -0.088, -0.165, 0.157, 0.147


Density functional theory data (wB97M-V/def2-TZVPD) for the ion C4H7BrN with charge +1 in a non-equilibrium geometry.

Values from the calculation:
HOMO, hartree: -0.5058
HOMO-LUMO gap, eV: 8.72
Energy relative to the best compared isomer or geometry (same formula, charge and spin), kJ/mol: 318.4

ORCA input file:
```
! wB97M-V def2-TZVPD RIJCOSX def2/J DEFGRID3
* xyz 1 1
Br -0.88 3.36 1.27
N 0.44 -0.92 -0.97
C 0.76 0.47 -0.51
C -1.03 1.46 1.19
C -0.25 -1.55 0.17
C -0.27 0.65 0.54
H -1.82 0.95 1.82
H 0.40 -1.67 0.98
H 1.73 0.58 0.04
H -0.99 -2.23 -0.14
H 1.37 -1.46 -1.33
H 0.69 1.12 -1.28
H -0.15 -0.75 -1.77
*
```

These are the Löwdin partial charges, in e, on atoms 1 to 8: 0.749, -0.015, -0.120, -0.563, 0.111, -0.111, 0.107, 0.071


Density functional theory data (wB97M-V/def2-TZVPD) for the molecule C4H7BrN4O2 in a non-equilibrium geometry.

Values from the calculation:
HOMO (alpha / beta), hartree: -0.2591 / -0.3250
HOMO-LUMO gap (alpha / beta), eV: 7.42 / 6.92

ORCA input file:
```
! wB97M-V def2-TZVPD RIJCOSX def2/J DEFGRID3
* xyz 0 3
Br 2.27 1.76 2.65
O 0.47 4.22 -0.99
O 2.54 3.58 -0.62
N -0.18 0.53 1.29
N 0.93 2.60 0.48
N 1.37 3.59 -0.48
N -0.94 1.43 0.94
C -0.22 -1.02 -0.66
C 1.77 1.65 0.87
C -0.15 -0.78 0.83
C -0.50 2.59 0.82
H 0.81 -1.11 1.11
H -1.15 -0.91 -1.06
H -1.18 3.31 0.59
H 0.45 -0.32 -1.21
H 0.20 -2.05 -1.07
H 2.11 0.96 0.16
H -0.86 -1.31 1.51
*
```

These are the Löwdin partial charges, in e, on atoms 1 to 8: 0.796, 0.082, 0.107, -0.084, -0.104, -0.386, 0.046, -0.083


Number 1: electronic energy -2785.07846 Eh. Number 2: electronic energy -2784.95720 Eh. Number 3: electronic energy -3099.79067 Eh.